# C31H61IrN4OPS

A molecular structure, C31H61IrN4OPS (wB97M-V/def2-TZVPD, the Open Molecules 2025 dataset).

LUMO energy (spin up / spin down): 2.60 / 2.60 eV
total energy: -64107.4630 eV
net charge: -1

CARTESIAN COORDINATES (ANGSTROEM)
Ir  -0.285  0.573  -0.660
C  -1.653  2.596  -3.874
C  -2.556  3.224  -2.810
C  -1.738  3.996  -1.783
C  -3.505  2.241  -2.160
C  -4.837  2.627  -2.103
C  -5.836  1.804  -1.612
C  -5.476  0.516  -1.249
C  -4.165  0.070  -1.287
C  -3.928  -1.386  -0.953
C  -3.425  -1.572  0.478
C  -3.025  -2.103  -1.961
C  -3.113  0.974  -1.630
N  -1.811  0.571  -1.602
H  -1.040  3.366  -4.353
H  -2.252  2.104  -4.643
H  -0.996  1.850  -3.429
H  -3.198  3.956  -3.314
H  -1.088  3.297  -1.254
H  -2.395  4.486  -1.059
H  -1.120  4.756  -2.270
H  -5.097  3.613  -2.477
H  -6.861  2.143  -1.542
H  -6.244  -0.187  -0.939
H  -4.916  -1.858  -1.017
H  -2.442  -1.116  0.595
H  -3.339  -2.634  0.716
H  -4.111  -1.112  1.194
H  -1.989  -1.785  -1.857
H  -3.346  -1.893  -2.984
H  -3.077  -3.184  -1.801
C  2.001  3.648  -1.525
C  2.326  2.201  -1.140
C  2.440  1.407  -2.441
C  3.685  2.198  -0.428
O  1.352  1.701  -0.242
H  2.805  4.083  -2.123
H  1.871  4.258  -0.628
H  1.087  3.681  -2.107
H  3.051  1.944  -3.172
H  1.444  1.247  -2.860
H  2.893  0.441  -2.264
H  4.443  2.702  -1.031
H  4.020  1.178  -0.239
H  3.606  2.715  0.532
C  3.029  -2.013  -1.204
C  2.422  -3.124  -0.352
C  1.793  -4.094  -1.362
C  3.525  -3.863  0.409
P  0.992  -2.318  0.651
N  0.180  -1.360  -0.246
C  1.739  -1.525  2.214
C  0.679  -0.602  2.830
C  2.265  -2.460  3.306
C  2.871  -0.596  1.765
C  -0.113  -3.763  1.250
C  0.582  -5.021  1.781
C  -1.019  -3.208  2.361
C  -1.046  -4.160  0.096
H  3.519  -2.448  -2.081
H  3.771  -1.420  -0.674
H  2.231  -1.358  -1.542
H  2.542  -4.341  -2.121
H  0.943  -3.631  -1.864
H  1.472  -5.026  -0.908
H  4.223  -4.297  -0.316
H  3.141  -4.679  1.018
H  4.102  -3.202  1.052
H  -0.036  -1.133  3.454
H  0.126  -0.057  2.060
H  1.196  0.125  3.462
H  1.475  -3.051  3.763
H  2.704  -1.842  4.097
H  3.039  -3.137  2.955
H  2.505  0.121  1.030
H  3.724  -1.130  1.356
H  3.228  -0.035  2.637
H  1.310  -4.814  2.560
H  1.081  -5.581  0.994
H  -0.179  -5.681  2.212
H  -0.501  -3.126  3.314
H  -1.859  -3.894  2.506
H  -1.425  -2.235  2.093
H  -0.579  -4.843  -0.607
H  -1.369  -3.275  -0.443
H  -1.927  -4.662  0.506
C  0.246  5.402  1.558
N  -0.341  4.177  1.073
C  -0.568  3.054  1.777
S  -1.662  1.887  1.254
N  0.114  2.904  2.968
C  1.564  3.126  3.009
H  -0.237  6.239  1.054
H  1.322  5.467  1.376
H  0.063  5.493  2.628
H  -0.661  4.144  0.119
H  -0.160  2.025  3.387
H  1.818  4.151  3.271
H  2.015  2.869  2.047
H  1.981  2.478  3.777